*1*
Molecular formula: C6H14O2
Method: DFT, wB97M-V/def2-TZVPD

**Molecular weight**: 118.18 g mol⁻¹
**SMILES string**: CCC/C=C/CO.O
**Frontier orbital gap**: 10.01 eV
**Net charge**: 0

Structure (XYZ):
```
22
Properties=species:S:1:pos:R:3:mulliken_charge:R:1
C 0.539 2.447 1.239 -1.145
C 1.602 1.474 0.757 -0.325
C 1.275 -0.038 0.923 -1.049
C -0.050 -0.379 0.338 -0.072
C -0.347 -0.238 -0.959 0.050
C -1.778 -0.473 -1.419 -0.675
O -1.805 -1.377 -2.510 -0.491
H -0.322 2.631 0.586 0.276
H 0.050 2.064 2.133 0.315
H 0.986 3.414 1.454 0.350
H 2.498 1.735 1.321 0.372
H 1.859 1.639 -0.292 0.238
H 2.019 -0.628 0.364 0.272
H 1.500 -0.315 1.959 0.350
H -0.852 -0.616 1.029 0.325
H 0.440 0.067 -1.639 0.255
H -2.285 -0.909 -0.553 0.350
H -2.356 0.459 -1.492 0.256
H -1.143 -1.064 -3.124 0.335
O -0.692 -3.147 0.336 -0.623
H -0.101 -3.884 0.083 0.302
H -1.035 -2.861 -0.537 0.333
```

*2*
Molecular formula: C6H14O2
Method: DFT, wB97M-V/def2-TZVPD

**Molecular weight**: 118.18 g mol⁻¹
**SMILES string**: C=CCCCCO.O
**Frontier orbital gap**: 10.10 eV
**Net charge**: 0

Structure (XYZ):
```
22
Properties=species:S:1:pos:R:3:mulliken_charge:R:1
C -0.686 -0.443 2.913 -0.894
C -1.532 0.418 2.300 -0.152
C -1.140 1.107 0.959 -0.476
C 0.203 0.672 0.457 -0.112
C 0.135 0.415 -1.083 -0.665
C 0.335 1.690 -1.774 -0.540
O 1.585 2.393 -1.535 -0.530
H 0.295 -0.739 2.878 0.375
H -1.061 -1.075 3.747 0.226
H -2.576 0.610 2.711 0.286
H -1.370 2.181 1.081 0.364
H -1.992 0.715 0.318 0.254
H 0.555 -0.338 1.095 0.078
H 1.185 1.235 0.568 0.297
H -0.795 -0.121 -1.419 0.389
H 0.717 -0.579 -1.383 0.194
H -0.462 2.483 -1.572 0.250
H 0.127 1.597 -2.878 0.307
H 2.305 1.677 -1.742 0.351
O 1.653 -4.478 -2.184 -0.601
H 1.739 -5.053 -1.399 0.317
H 0.780 -4.367 -2.059 0.283
```

*3*
Molecular formula: C6H14O2
Method: DFT, wB97M-V/def2-TZVPD

**Molecular weight**: 118.18 g mol⁻¹
**Frontier orbital gap**: 10.30 eV
**Net charge**: 0

Structure (XYZ):
```
22
Properties=species:S:1:pos:R:3:mulliken_charge:R:1
C 2.600 0.066 -1.028 -1.273
H 2.391 1.062 -1.607 0.250
H 2.964 -0.613 -1.666 0.450
H 3.197 0.419 -0.188 0.336
C 1.312 -0.192 -0.624 0.599
O 0.655 -0.915 -1.748 -0.478
H 0.570 -0.265 -2.292 0.249
C 0.464 0.761 0.003 -1.572
H 1.145 1.096 0.792 0.466
H 0.283 1.548 -0.536 0.677
C -0.930 0.134 0.577 1.179
C -1.927 0.001 -0.496 -1.412
H -2.794 -0.089 0.247 0.340
H -1.686 -0.909 -0.992 0.391
H -2.108 0.988 -0.977 0.346
C -0.594 -1.058 1.689 -1.615
H 0.220 -0.766 2.486 0.244
H -1.525 -1.141 2.282 0.443
H -0.673 -1.834 1.031 0.584
O -1.327 1.239 1.492 -0.628
H -0.734 1.586 2.162 0.338
H 1.468 -1.490 -0.095 0.088
```

Stability, highest: *1*

*1*
Molecular formula: C3H5O2S
Method: DFT, wB97M-V/def2-TZVPD

**Molecular weight**: 105.14 g mol⁻¹
**Frontier orbital gap**: 6.70 eV
**Net charge**: -1

Structure (XYZ):
```
11
Properties=species:S:1:pos:R:3:mulliken_charge:R:1
C -0.096 0.141 -0.416 0.169
C -0.204 -0.616 0.612 -0.774
C -0.501 -0.095 -1.855 -1.022
O 0.974 1.711 2.129 -0.550
O 1.587 -0.401 3.158 -0.528
S 0.536 0.423 2.645 0.438
H 0.175 1.138 -0.209 0.276
H -0.624 -1.745 0.744 0.179
H -1.387 -0.776 -2.002 0.275
H -0.815 0.756 -2.319 0.348
H 0.354 -0.537 -2.487 0.189
```

*2*
Molecular formula: C3H5O2S
Method: DFT, wB97M-V/def2-TZVPD

**Molecular weight**: 105.14 g mol⁻¹
**Frontier orbital gap (alpha / beta)**: 8.33 / 3.38 eV
**Net charge**: -1

Structure (XYZ):
```
11
Properties=species:S:1:pos:R:3:mulliken_charge:R:1
C 0.862 -0.440 -0.052 -0.195
C 1.049 -1.011 -1.188 -0.269
C -0.274 -0.550 0.987 -0.657
O -4.475 0.304 1.176 -0.533
O -4.737 0.670 -1.221 -0.564
S -4.029 -0.067 -0.161 0.129
H 1.740 -0.104 0.501 0.227
H 0.464 -1.898 -1.568 0.243
H -1.244 -0.460 0.466 0.054
H -0.220 -1.524 1.459 0.271
H -0.345 0.321 1.630 0.295
```

Stability, highest: *1*

*1*
Molecular formula: C2H5BO2
Method: DFT, wB97M-V/def2-TZVPD

**Molecular weight**: 71.87 g mol⁻¹
**SMILES string**: C=CB(O)O
**Frontier orbital gap**: 10.16 eV
**Net charge**: 0

Structure (XYZ):
```
10
Properties=species:S:1:pos:R:3:mulliken_charge:R:1
C 1.831 0.049 0.035 -0.521
C 0.757 -0.771 0.023 -0.327
B -0.736 -0.045 -0.093 0.609
O -1.805 -0.906 0.042 -0.511
O -0.898 1.300 -0.064 -0.528
H 2.852 -0.100 -0.100 0.336
H 1.446 1.173 0.245 0.088
H 0.862 -1.836 -0.107 0.322
H -2.609 -0.521 -0.116 0.263
H -1.699 1.658 0.135 0.268
```

*2*
Molecular formula: C2H5BO2
Method: DFT, wB97M-V/def2-TZVPD

**Molecular weight**: 71.87 g mol⁻¹
**Frontier orbital gap**: 11.30 eV
**Net charge**: 0

Structure (XYZ):
```
10
Properties=species:S:1:pos:R:3:mulliken_charge:R:1
B 1.493 0.651 1.321 0.358
C 0.746 -0.035 0.013 0.395
C -1.299 -0.569 -1.121 -0.556
O 0.145 0.851 0.692 -0.496
O 0.056 -0.764 -0.807 -0.325
H 1.363 0.010 2.217 -0.099
H 2.280 1.503 1.044 -0.081
H -1.832 -1.343 -0.620 0.260
H -1.347 -0.649 -2.229 0.225
H -1.605 0.345 -0.511 0.318
```

Stability, highest: *1*

*1*
Molecular formula: C5H7NOS
Method: DFT, wB97M-V/def2-TZVPD

**Molecular weight**: 129.18 g mol⁻¹
**Frontier orbital gap (alpha / beta)**: 6.44 / 7.72 eV
**Net charge**: 0

Structure (XYZ):
```
15
Properties=species:S:1:pos:R:3:mulliken_charge:R:1
C -1.031 -0.721 -0.593 0.177
C 0.126 -0.742 0.114 -0.307
C -2.273 -1.014 -0.118 -0.240
C 2.244 0.465 0.605 -1.219
C 1.448 -0.323 -0.432 -0.242
N -2.767 2.000 -0.221 0.106
O -3.767 1.568 0.223 -0.183
S -3.727 -0.798 0.364 -0.319
H -1.011 -0.459 -1.646 0.342
H 0.102 -1.023 1.156 0.344
H 2.380 -0.121 1.511 0.312
H 1.722 1.380 0.866 0.331
H 3.223 0.725 0.218 0.347
H 1.312 0.280 -1.331 0.294
H 2.020 -1.215 -0.715 0.257
```

*2*
Molecular formula: C5H7NOS
Method: DFT, wB97M-V/def2-TZVPD

**Molecular weight**: 129.18 g mol⁻¹
**SMILES string**: S=CNC1=COCC1
**Frontier orbital gap**: 8.54 eV
**Net charge**: 0

Structure (XYZ):
```
15
Properties=species:S:1:pos:R:3:mulliken_charge:R:1
S -3.687 0.625 1.599 -0.315
C -2.337 0.210 0.711 -0.205
N -1.043 0.342 1.153 -0.145
C 0.102 0.204 0.368 0.655
C 1.220 0.858 0.566 -0.618
O 2.254 0.593 -0.307 -0.401
C 1.747 -0.546 -1.075 -0.456
C 0.194 -0.645 -0.865 -0.626
H -2.481 -0.316 -0.241 0.267
H -0.969 0.718 2.060 0.223
H 1.400 1.633 1.321 0.372
H 1.958 -0.401 -2.136 0.307
H 2.209 -1.472 -0.691 0.271
H -0.344 -0.151 -1.668 0.299
H -0.224 -1.654 -0.797 0.371
```

*3*
Molecular formula: C5H7NOS
Method: DFT, wB97M-V/def2-TZVPD

**Molecular weight**: 129.18 g mol⁻¹
**Frontier orbital gap**: 6.67 eV
**Net charge**: 0

Structure (XYZ):
```
15
Properties=species:S:1:pos:R:3:mulliken_charge:R:1
C -0.896 -0.007 -0.423 0.912
C -3.189 -0.618 -0.292 -0.634
C -1.892 -0.889 -0.601 -0.563
C 0.971 1.300 0.177 -0.523
C 1.693 -0.067 0.714 0.042
N -0.203 0.941 -0.392 -0.149
O 0.796 -0.894 1.025 -0.704
S 2.893 -0.595 -0.678 -0.321
H -4.011 -1.277 -0.424 0.293
H -3.546 0.356 -0.187 0.300
H -1.715 -1.894 -0.903 0.318
H 0.945 1.905 1.005 0.318
H 1.584 1.940 -0.529 0.294
H 2.552 0.233 1.433 0.316
H 4.018 -0.434 0.074 0.104
```

Stability, highest: *2*